Record 1
Density functional theory data (ωB97M-V/def2-TZVPD) for a molecular structure, C31H34IrN6O4S2.

Geometry as ORCA input:
```
! wB97M-V def2-TZVPD RIJCOSX def2/J DEFGRID3
* xyz -2 6
Ir 0.675 0.960 0.948
S 4.187 1.478 1.414
S 0.411 3.511 1.014
O 0.966 1.246 -1.174
O 5.438 0.823 1.755
O -0.064 0.096 2.932
O 3.826 2.654 2.157
N 1.743 -1.234 0.637
N -2.339 -0.911 0.618
N -2.011 2.433 0.420
N -1.678 4.584 -0.267
N 2.937 0.502 1.400
N -1.502 1.282 0.834
C -3.720 -0.848 4.650
C 3.630 3.042 -0.769
C 4.346 1.958 -0.288
C 3.713 3.368 -2.114
C 4.502 2.629 -2.986
C 0.703 0.280 -2.124
C -1.212 -0.175 3.418
C 2.614 -3.374 0.031
C -2.098 -3.530 1.557
C -4.633 0.049 -1.045
C 1.576 -2.476 0.197
C -5.451 -3.563 -0.225
C -2.462 -0.025 2.731
C -1.310 -0.675 4.758
C 2.975 -0.794 0.955
C 1.618 0.474 -3.337
C 5.215 1.542 -2.485
C -1.166 3.446 0.359
C -3.392 -1.727 0.325
C -2.511 -0.999 5.347
C -3.662 -0.369 3.353
C 4.093 -1.646 0.814
C -5.531 -2.254 -0.682
C -4.533 -1.326 -0.422
C 3.896 -2.929 0.352
C 4.579 2.986 -4.449
C -3.290 -3.081 0.750
C -4.324 -3.963 0.482
C -0.767 0.326 -2.552
C 5.139 1.201 -1.142
C -2.534 0.370 1.250
H -1.398 0.211 -1.666
H 1.543 -0.361 -4.047
H 3.685 3.527 -4.765
H -3.650 0.464 -1.271
H -1.313 -2.776 1.532
H 0.887 -0.745 -1.747
H -1.241 5.432 0.054
H -2.688 4.604 -0.271
H 5.073 -1.281 1.085
H 2.651 0.560 -2.991
H -4.669 -1.102 5.107
H 2.430 -4.379 -0.326
H 2.984 3.593 -0.098
H 0.554 -2.752 -0.044
H -5.144 0.759 -0.391
H -4.246 -4.987 0.836
H -3.495 0.848 1.075
H -5.200 -0.010 -1.976
H 4.669 2.089 -5.065
H -6.249 -4.265 -0.429
H -0.983 1.303 -2.999
H -1.711 -4.479 1.177
H -1.011 -0.467 -3.273
H -6.386 -1.943 -1.274
H -4.584 -0.258 2.785
H -2.377 -3.671 2.604
H -0.374 -0.800 5.291
H 5.688 0.354 -0.751
H 3.123 4.194 -2.497
H 5.818 0.942 -3.160
H 4.745 -3.594 0.240
H -2.523 -1.377 6.365
H 1.352 1.405 -3.852
H 5.445 3.622 -4.658
*
```

Output
ΔE to the lowest compared entry with this formula, charge and spin (kcal per mole): 0.0
Orbital gap (alpha / beta) (eV): 4.74 / 5.21
<S²>: 8.79
E_tot (Eh): -2731.8143

Atomic partial charges in e from the Löwdin method, atoms 1 to 5: 1.143 0.553 0.563 -0.391 -0.348

***

Record 2
Density functional theory data (ωB97M-V/def2-TZVPD) for 5 unconnected molecules or ions with the total composition C31H89N16O6P4.

Geometry as ORCA input:
```
! wB97M-V def2-TZVPD RIJCOSX def2/J DEFGRID3
* xyz 1 1
P -1.806 -6.524 -4.822
P 1.901 4.501 2.480
P 5.092 -1.558 2.601
P -2.506 -0.456 0.522
O 4.054 -0.442 2.826
O -1.925 0.502 1.580
O -2.885 -5.429 -4.711
O 1.869 5.782 1.618
O -1.442 5.836 -3.567
O 1.381 5.471 -3.167
N -3.017 -1.554 -0.757
N -3.872 8.331 -1.464
N -0.811 -5.801 -3.599
N -2.665 2.907 -3.180
N 6.212 -0.878 3.736
N -2.561 -1.790 1.625
N 2.968 5.206 3.651
N 4.088 -2.767 3.304
N -2.845 -7.748 -4.201
N -0.521 -7.697 -5.104
N -3.415 7.380 -3.758
N -4.634 6.091 -2.312
N 6.318 -2.755 2.185
N -3.997 0.403 0.440
N 1.922 3.014 3.418
N 0.242 4.711 2.899
C -3.930 3.675 -3.255
C 4.140 5.863 3.063
C 6.034 -3.584 1.020
C -1.328 -1.966 2.403
C -0.701 4.459 1.810
C -3.690 -1.983 2.526
C -0.425 4.512 4.165
C -0.531 6.879 -3.977
C -2.957 -1.029 -2.116
C -2.555 -8.836 -3.295
C 2.910 -3.123 2.510
C 0.183 6.826 -1.511
C 2.464 6.059 4.717
C -5.352 -0.088 0.326
C -0.634 -4.356 -3.758
C -3.611 5.199 -2.936
C 6.408 0.568 3.581
C -3.934 -8.140 -5.097
C 7.483 -3.188 2.927
C -0.676 -8.547 -6.279
C -3.677 -2.841 -0.670
C -3.984 7.378 -2.399
C -2.769 6.066 -4.012
C -3.902 1.713 -0.197
C 1.317 1.844 2.791
C 4.436 -3.874 4.166
C 6.116 -1.166 5.161
C 2.273 2.800 4.805
C -1.029 -6.069 -2.185
C 0.744 6.756 -3.005
C 0.580 -8.092 -4.252
H -1.253 -2.988 2.781
H -3.665 -3.362 -1.633
H -3.177 -3.518 0.021
H -2.985 5.566 -5.011
H 2.388 1.733 5.023
H 1.134 -7.236 -3.867
H 0.129 4.908 5.011
H 3.552 -4.231 4.703
H 1.900 0.938 2.980
H 5.636 -4.562 1.312
H 0.249 -8.710 -3.414
H -0.450 -1.790 1.776
H 3.233 3.246 5.064
H -3.594 -8.870 -5.842
H -4.335 -7.278 -5.635
H 6.466 -2.174 5.384
H 4.943 5.949 3.798
H -3.477 -2.759 3.267
H 8.152 -3.787 2.300
H -2.843 5.103 -2.096
H 0.295 1.684 3.153
H 1.074 6.800 -0.807
H 7.217 -3.810 3.784
H -1.497 -3.797 -3.375
H 3.162 -3.850 1.728
H -4.590 9.031 -1.265
H -2.050 3.118 -3.970
H 5.096 -1.038 5.544
H -5.558 -0.935 0.974
H 3.901 6.866 2.690
H -2.266 -0.184 -2.175
H -0.464 5.948 -1.227
H -0.910 3.387 1.704
H -4.726 -2.746 -0.382
H 1.318 -8.683 -4.805
H -1.281 -1.276 3.253
H 5.140 -3.605 4.948
H -4.772 -8.575 -4.544
H -4.563 3.291 -2.389
H -2.076 -9.690 -3.794
H 1.781 6.833 4.345
H 0.261 -4.013 -3.234
H 0.785 4.868 -2.683
H 3.282 6.556 5.247
H -2.965 2.214 0.063
H -0.651 3.455 4.366
H -3.957 -1.065 3.062
H -4.513 3.499 -4.201
H 1.275 1.963 1.706
H -5.617 -0.369 -0.703
H -1.377 5.053 4.183
H -4.707 2.382 0.127
H 6.445 0.839 2.523
H 5.599 1.141 4.049
H 1.966 5.473 5.490
H -0.918 7.927 -3.838
H -1.649 4.983 1.972
H -3.940 1.622 -1.289
H -0.677 -7.064 -1.912
H -2.175 3.096 -2.300
H 6.928 -3.741 0.410
H -4.561 -2.361 1.990
H 4.531 5.277 2.227
H -2.588 -1.779 -2.822
H -1.935 -8.543 -2.453
H -3.478 -9.208 -2.839
H -4.128 7.427 -4.502
H 0.274 -8.691 -6.801
H -1.077 -9.531 -6.011
H -0.309 4.818 0.855
H -0.437 -5.399 -1.554
H 4.846 -4.731 3.614
H 6.780 -0.520 5.742
H -2.083 -5.960 -1.900
H -0.506 -4.097 -4.812
H -0.129 6.720 -5.020
H 7.356 0.879 4.026
H 1.507 3.179 5.485
H -6.064 0.681 0.643
H -1.358 -8.089 -6.999
H 8.091 -2.351 3.269
H 2.119 -3.546 3.135
H 2.481 -2.245 2.022
H -4.809 5.916 -1.309
H 5.299 -3.100 0.371
H -3.941 -0.686 -2.456
H -0.458 7.754 -1.362
H -2.975 8.415 -0.969
H 1.477 7.604 -3.180
*
```

Output
ΔE to the lowest compared entry with this formula, charge and spin (kcal per mole): 180.6
Orbital gap (eV): 3.52
E_tot (Eh): -3926.7039

Atomic partial charges in e from the Löwdin method, atoms 1 to 5: 0.766 0.773 0.770 0.772 -0.315

***

Record 3
Density functional theory data (ωB97M-V/def2-TZVPD) for a molecular structure, C49H51N4O3PSTl.

Geometry as ORCA input:
```
! wB97M-V def2-TZVPD RIJCOSX def2/J DEFGRID3
* xyz 1 1
Tl 0.031 -0.796 -0.835
S 0.425 2.912 -0.616
P -0.652 -3.914 -1.021
O 0.874 2.149 0.582
O -1.017 -0.011 1.352
O 2.468 0.014 -1.333
N 0.077 0.743 -3.024
N 0.494 1.046 3.067
N -2.633 -0.013 -0.998
N 4.312 0.478 1.029
C 4.758 4.645 -3.515
C -1.743 -2.939 1.485
C 4.012 1.776 -1.078
C -0.989 0.293 -3.906
C 2.788 0.211 2.969
C -2.008 0.569 1.872
C -4.310 -3.611 0.652
C -1.375 3.006 -0.453
C -3.315 0.562 1.263
C -0.861 -6.334 -2.384
C -4.273 1.635 3.252
C -5.512 2.143 3.938
C 1.051 1.389 -3.524
C -0.843 -6.548 0.012
C 3.673 -3.740 0.622
C 2.919 2.921 -3.377
C 1.018 7.353 0.268
C -2.838 -2.665 2.294
C 1.012 -3.858 -0.219
C -0.576 1.501 3.651
C 0.709 4.655 -0.219
C 4.110 3.464 -2.845
C 0.631 6.505 1.298
C -1.873 1.267 3.132
C -0.998 -8.507 -1.372
C 1.265 6.848 -1.000
C -2.413 0.596 -3.409
C 2.979 0.064 1.441
C 0.480 5.149 1.054
C -0.959 -7.713 -2.507
C -1.919 -3.584 0.266
C 1.339 -4.103 1.112
C -3.000 -0.365 -2.354
C -0.809 -5.744 -1.125
C 2.263 1.844 -2.836
C -4.391 1.038 1.980
C 1.109 5.493 -1.248
C -3.534 0.099 -0.109
C 2.842 1.145 -1.687
C -4.118 -2.996 1.884
C -3.019 1.764 3.791
C 2.040 -3.576 -1.123
C -3.217 -3.906 -0.142
C -0.933 -7.923 -0.113
C 4.627 2.885 -1.725
C 1.873 1.384 3.346
C 3.362 -3.531 -0.714
C 4.691 1.259 0.033
C 2.662 -4.024 1.529
H 1.032 1.659 -4.590
H 1.795 -3.422 -2.168
H -5.269 2.638 4.875
H 5.535 3.287 -1.287
H -3.359 -4.393 -1.101
H -2.692 -2.187 3.255
H -1.003 -8.169 -3.486
H 4.241 5.572 -3.260
H -4.588 -0.080 -0.368
H -5.307 -3.862 0.314
H -2.617 -1.375 -2.542
H 5.055 0.134 1.620
H -6.037 2.854 3.299
H 2.818 -0.972 1.133
H -3.067 0.531 -4.281
H -0.457 2.101 4.551
H 4.725 4.532 -4.599
H -2.466 1.624 -3.044
H 2.906 -4.204 2.569
H 2.145 2.254 2.739
H -4.968 -2.777 2.517
H 1.292 5.077 -2.231
H -0.802 -6.092 0.992
H 5.730 1.567 0.123
H 1.572 7.512 -1.797
H 2.263 0.688 0.921
H 0.437 6.906 2.283
H -0.758 -2.639 1.812
H -0.952 -8.545 0.773
H 4.141 -3.329 -1.437
H -0.825 -5.707 -3.267
H 0.262 0.567 2.172
H -1.744 3.738 -1.170
H 1.117 8.415 0.446
H 4.702 -3.686 0.954
H 0.186 4.468 1.844
H -5.380 0.996 1.534
H 0.578 -4.356 1.837
H -0.870 0.722 -4.911
H -1.758 2.015 -0.670
H 5.797 4.747 -3.208
H -4.094 -0.388 -2.459
H -1.075 -9.582 -1.464
H 2.354 -0.707 3.367
H -2.889 2.269 4.742
H -6.199 1.321 4.142
H -1.626 3.297 0.565
H 3.753 0.356 3.459
H 1.978 1.637 4.403
H -0.892 -0.795 -3.993
H 2.515 3.384 -4.273
*
```

Output
Orbital gap (eV): 7.19
E_tot (Eh): -3254.3733

Atomic partial charges in e from the Löwdin method, atoms 1 to 5: 0.988 0.958 1.012 -0.527 -0.208

***

Q: Which formula does entry 2 have?
A: C31H89N16O6P4

***

Q: Which value of E_tot does entry 2 give?
A: -3926.7039 Eh

***

Q: The lowest E_tot belongs to which entry?
A: C31H89N16O6P4